Molecular formula: C3H7N3O2
Method: DFT, ωB97M-V/def2-TZVPD

Last column: Löwdin charge in e.
Element x y z (Å)
C -1.10 1.71 -1.85  -0.060
C -0.41 0.40 -0.94  -0.345
C 0.44 0.34 1.97  -0.316
H -1.31 2.65 -1.03  0.108
H -2.09 1.56 -2.88  0.162
H -0.29 1.65 -2.71  0.046
H 0.65 -1.03 0.12  0.093
H -0.27 1.15 2.18  0.129
H 1.22 -1.97 -1.87  0.061
H 0.06 -2.24 -0.31  0.277
N -0.11 -0.67 1.05  -0.067
N 0.26 -0.31 -1.70  0.007
N 0.74 -1.52 -1.17  -0.035
O -1.04 -0.04 0.28  -0.125
O 1.31 0.17 2.75  0.064

Results
electronic energy = -11780.8429 eV
net charge = 0
max |F| = 6.493 eV Å⁻¹
energy above the lowest of the compared OMol25 structures with the same formula, charge and spin = 10.470 eV